## one
ORCA calculation (ωB97M-V/def2-TZVPD) on a 9-piece molecular cluster, C27H72O9 overall.

Geometry (Å):
C  -1.78  -3.96  3.01
C  -1.00  -2.93  2.20
C  0.31  -2.58  2.91
O  -0.73  -3.43  0.88
H  -1.20  -4.86  3.21
H  -2.72  -4.22  2.52
H  -2.07  -3.51  3.97
H  -1.66  -2.06  2.10
H  0.16  -2.25  3.93
H  0.86  -1.81  2.37
H  0.96  -3.47  2.93
H  0.12  -3.89  0.91
C  5.04  -3.07  -2.91
C  4.03  -3.80  -2.03
C  2.70  -4.08  -2.69
O  4.63  -5.02  -1.58
H  4.68  -2.11  -3.29
H  5.23  -3.73  -3.77
H  5.99  -2.90  -2.41
H  3.84  -3.24  -1.11
H  2.06  -4.71  -2.07
H  2.80  -4.71  -3.59
H  2.15  -3.17  -2.95
H  5.07  -5.45  -2.32
C  -2.12  -3.37  -4.14
C  -0.60  -3.39  -3.95
C  0.14  -3.91  -5.16
O  -0.13  -2.08  -3.64
H  -2.64  -3.17  -3.20
H  -2.49  -4.35  -4.46
H  -2.45  -2.62  -4.87
H  -0.44  -4.10  -3.13
H  1.20  -3.90  -4.93
H  0.03  -3.22  -6.01
H  -0.25  -4.86  -5.51
H  -0.47  -1.91  -2.75
C  6.55  -0.92  0.60
C  6.15  -0.07  -0.57
C  4.65  -0.05  -0.78
O  6.68  1.22  -0.31
H  6.24  -0.42  1.53
H  7.64  -0.95  0.69
H  6.16  -1.93  0.57
H  6.60  -0.49  -1.48
H  4.13  0.29  0.13
H  4.34  -1.07  -1.00
H  4.35  0.63  -1.58
H  6.34  1.85  -0.96
C  -4.10  1.93  -0.87
C  -5.60  2.17  -1.00
C  -6.30  1.02  -1.70
O  -6.21  2.28  0.32
H  -3.62  1.93  -1.84
H  -3.95  0.98  -0.36
H  -3.64  2.65  -0.19
H  -5.82  3.06  -1.59
H  -6.67  0.27  -0.99
H  -5.68  0.55  -2.46
H  -7.19  1.39  -2.23
H  -5.75  3.04  0.68
C  -1.08  0.42  0.18
C  -0.44  -0.18  -1.04
C  1.08  -0.14  -0.95
O  -0.89  -1.52  -1.25
H  -2.12  0.07  0.22
H  -1.11  1.51  0.18
H  -0.59  0.08  1.10
H  -0.69  0.37  -1.96
H  1.54  -0.64  -1.80
H  1.48  -0.64  -0.06
H  1.40  0.91  -0.96
H  -0.94  -1.94  -0.38
C  1.23  4.47  -0.23
C  2.53  4.36  0.54
C  3.49  3.40  -0.11
O  3.21  5.63  0.67
H  0.76  3.49  -0.23
H  1.45  4.77  -1.25
H  0.53  5.16  0.24
H  2.30  4.02  1.57
H  3.09  2.38  -0.12
H  4.51  3.42  0.26
H  3.56  3.68  -1.17
H  2.72  6.17  1.28
C  -0.04  2.93  2.42
C  -0.87  4.01  3.11
C  -0.47  5.38  2.67
O  -2.27  3.86  2.78
H  0.98  2.98  2.81
H  -0.08  3.04  1.34
H  -0.42  1.94  2.69
H  -0.73  3.90  4.19
H  -0.89  6.16  3.30
H  -0.79  5.55  1.63
H  0.62  5.51  2.60
H  -2.57  3.05  3.22
C  -3.60  -0.15  2.71
C  -4.31  1.10  3.12
C  -5.71  0.88  3.64
O  -3.51  1.75  4.15
H  -4.20  -0.65  1.94
H  -3.47  -0.84  3.55
H  -2.61  0.03  2.30
H  -4.33  1.82  2.29
H  -6.09  1.79  4.10
H  -5.73  0.05  4.35
H  -6.42  0.65  2.84
H  -4.02  2.50  4.47

Computed properties:
LUMO level in eV: 0.4

Atomic partial charges in e from the Löwdin method, atoms 1 to 2: -0.055, -0.472


## two
ORCA calculation (ωB97M-V/def2-TZVPD) on a 9-piece molecular cluster, C27H72O9 overall.

Geometry (Å):
C  3.55  -2.40  -4.88
C  2.55  -1.83  -3.92
C  2.40  -2.60  -2.62
O  3.11  -0.57  -3.50
H  3.48  -1.86  -5.87
H  3.40  -3.44  -5.11
H  4.61  -2.54  -4.53
H  1.61  -1.93  -4.38
H  1.79  -2.10  -1.77
H  3.32  -2.45  -2.03
H  2.33  -3.56  -2.82
H  3.39  -0.03  -4.19
C  2.01  -3.45  2.23
C  0.82  -3.37  1.26
C  0.35  -4.74  0.77
O  -0.40  -2.76  1.86
H  2.83  -3.99  1.84
H  1.94  -4.04  3.19
H  2.39  -2.31  2.78
H  1.04  -2.69  0.50
H  -0.39  -4.64  -0.03
H  0.23  -5.56  1.54
H  1.29  -5.33  0.15
H  -0.18  -1.78  1.82
C  -0.99  3.56  -4.25
C  -1.44  3.64  -2.82
C  -0.29  3.87  -1.86
O  -2.34  4.70  -2.65
H  -0.75  4.61  -4.64
H  -1.72  3.05  -4.78
H  -0.22  2.91  -4.41
H  -2.18  2.92  -2.61
H  0.50  3.30  -1.79
H  -0.55  3.95  -0.81
H  0.46  4.54  -2.44
H  -3.18  4.41  -3.02
C  -5.47  -3.17  2.24
C  -5.30  -2.02  1.20
C  -4.04  -2.02  0.28
O  -6.46  -1.88  0.52
H  -5.23  -4.06  1.53
H  -6.43  -3.17  2.57
H  -4.57  -3.00  2.91
H  -5.18  -1.04  1.81
H  -4.28  -2.84  -0.48
H  -3.18  -2.22  0.91
H  -3.86  -1.05  -0.36
H  -6.51  -0.90  0.30
C  5.37  1.15  -0.60
C  4.29  0.01  -0.29
C  4.28  -0.27  1.20
O  3.00  0.26  -0.72
H  6.35  0.47  -0.62
H  5.39  2.06  -0.05
H  5.25  1.28  -1.52
H  4.56  -0.91  -0.94
H  3.58  -1.02  1.64
H  3.99  0.67  1.63
H  5.34  -0.53  1.44
H  3.13  0.14  -1.66
C  -1.47  -0.07  -4.14
C  -2.17  -1.39  -4.61
C  -2.36  -2.41  -3.49
O  -3.40  -0.99  -5.11
H  -0.49  -0.31  -3.62
H  -1.84  0.14  -3.22
H  -1.29  0.60  -4.99
H  -1.64  -1.96  -5.43
H  -2.82  -3.10  -3.97
H  -2.89  -2.07  -2.61
H  -1.53  -3.05  -3.25
H  -3.76  -1.75  -5.57
C  -0.95  0.25  -0.69
C  -0.54  0.76  0.67
C  -1.63  1.01  1.67
O  0.40  -0.10  1.31
H  -1.64  0.92  -1.05
H  -1.26  -0.83  -0.73
H  -0.14  0.15  -1.47
H  -0.18  1.64  0.44
H  -2.30  0.02  1.84
H  -2.35  1.83  1.24
H  -1.43  1.46  2.63
H  1.19  0.04  0.92
C  2.05  3.84  1.12
C  3.34  4.54  1.47
C  4.05  4.87  0.20
O  3.14  5.67  2.20
H  1.56  3.44  2.25
H  2.30  3.05  0.40
H  1.44  4.44  0.69
H  4.06  3.78  1.91
H  4.36  4.03  -0.19
H  4.79  5.58  0.24
H  3.23  5.33  -0.32
H  2.87  5.48  3.09
C  -2.96  1.10  7.68
C  -2.42  -0.17  6.92
C  -2.28  0.13  5.37
O  -1.20  -0.22  7.48
H  -2.63  2.11  7.23
H  -2.83  1.05  8.73
H  -3.99  1.08  7.51
H  -3.11  -1.14  7.01
H  -1.68  0.92  5.07
H  -3.30  0.16  4.84
H  -1.72  -0.71  4.84
H  -1.32  -0.59  8.38

Computed properties:
LUMO level in eV: 0.3

Atomic partial charges in e from the Löwdin method, atoms 1 to 2: -0.066, -0.453


## three
ORCA calculation (ωB97M-V/def2-TZVPD) on a 9-piece molecular cluster, C27H72O9 overall.

Geometry (Å):
C  1.33  1.09  3.99
C  0.48  -0.07  4.44
C  -0.14  0.02  5.82
O  -0.38  -0.48  3.37
H  0.73  2.01  3.89
H  1.78  0.97  3.01
H  2.08  1.38  4.73
H  1.20  -0.91  4.48
H  -0.60  -0.91  6.17
H  -0.91  0.79  5.83
H  0.75  0.18  6.43
H  -1.16  -0.91  3.73
C  -4.51  -2.74  0.33
C  -4.92  -1.49  -0.46
C  -6.42  -1.19  -0.46
O  -4.36  -0.34  0.20
H  -3.43  -2.83  0.40
H  -4.89  -3.59  -0.25
H  -4.92  -2.78  1.34
H  -4.53  -1.57  -1.49
H  -6.81  -1.17  0.56
H  -6.96  -1.96  -1.01
H  -6.60  -0.21  -0.89
H  -3.42  -0.50  0.35
C  -3.83  1.38  3.25
C  -5.24  0.86  3.44
C  -6.33  1.60  2.67
O  -5.26  -0.51  3.05
H  -3.56  1.50  2.19
H  -3.05  0.72  3.63
H  -3.68  2.38  3.67
H  -5.49  0.88  4.51
H  -6.09  1.68  1.60
H  -6.38  2.61  3.07
H  -7.32  1.13  2.73
H  -5.04  -0.60  2.11
C  -0.63  4.59  2.30
C  -0.67  5.82  1.41
C  -0.70  5.56  -0.09
O  -1.63  6.76  1.88
H  0.31  4.05  2.20
H  -1.43  3.85  2.13
H  -0.70  4.93  3.34
H  0.27  6.29  1.70
H  -1.15  4.63  -0.43
H  0.32  5.54  -0.49
H  -1.14  6.36  -0.69
H  -2.52  6.53  1.59
C  4.52  -0.54  -6.62
C  4.18  0.10  -5.25
C  3.79  -0.92  -4.19
O  5.24  0.95  -4.84
H  4.72  0.23  -7.36
H  3.64  -1.03  -7.04
H  5.30  -1.31  -6.57
H  3.26  0.63  -5.50
H  2.99  -0.49  -3.60
H  4.62  -1.26  -3.56
H  3.47  -1.86  -4.64
H  5.70  0.43  -4.17
C  -0.65  1.38  0.24
C  -0.63  -0.03  -0.31
C  0.74  -0.65  -0.56
O  -1.29  -0.89  0.67
H  -1.68  1.69  0.41
H  -0.37  2.08  -0.57
H  0.02  1.65  1.06
H  -1.21  -0.09  -1.24
H  1.43  -0.53  0.29
H  1.28  -0.11  -1.35
H  0.61  -1.70  -0.81
H  -0.80  -0.66  1.47
C  3.26  2.09  0.92
C  4.05  3.01  1.84
C  5.57  2.86  1.78
O  3.74  4.41  1.66
H  2.17  2.08  1.06
H  3.52  1.03  0.91
H  3.38  2.50  -0.09
H  3.69  2.81  2.85
H  6.04  3.41  0.97
H  5.82  1.79  1.75
H  6.04  3.15  2.72
H  4.16  4.63  0.82
C  3.42  -4.00  -0.06
C  2.73  -3.92  -1.41
C  3.65  -4.48  -2.49
O  1.44  -4.58  -1.43
H  2.71  -3.92  0.77
H  4.24  -3.28  0.02
H  3.86  -4.99  0.07
H  2.42  -2.89  -1.55
H  3.88  -5.55  -2.41
H  4.60  -3.99  -2.65
H  3.12  -4.43  -3.46
H  1.63  -5.47  -1.77
C  -0.42  -4.22  -4.39
C  -0.82  -2.88  -3.83
C  -1.77  -3.09  -2.65
O  0.29  -2.10  -3.37
H  -1.24  -4.64  -4.97
H  -0.28  -4.93  -3.56
H  0.53  -4.27  -4.92
H  -1.34  -2.30  -4.59
H  -1.29  -3.67  -1.86
H  -2.63  -3.71  -2.94
H  -2.21  -2.16  -2.30
H  0.69  -2.67  -2.70

Computed properties:
LUMO level in eV: 0.4

Atomic partial charges in e from the Löwdin method, atoms 1 to 2: -0.050, -0.483


## four
ORCA calculation (ωB97M-V/def2-TZVPD) on a 9-piece molecular cluster, C27H72O9 overall.

Geometry (Å):
C  8.81  -1.08  -12.93
C  8.66  0.46  -13.38
C  8.64  0.62  -14.94
O  7.43  0.88  -12.83
H  8.76  -1.16  -11.85
H  9.67  -1.58  -13.38
H  7.93  -1.63  -13.26
H  9.40  1.08  -12.87
H  7.99  -0.10  -15.43
H  9.63  0.46  -15.37
H  8.39  1.67  -15.07
H  7.27  0.30  -12.09
C  14.23  -6.63  -14.45
C  15.37  -6.31  -15.37
C  15.76  -7.54  -16.22
O  14.98  -5.30  -16.31
H  13.92  -5.72  -13.94
H  14.49  -7.40  -13.72
H  13.34  -7.12  -14.83
H  16.12  -5.88  -14.71
H  16.44  -7.36  -17.05
H  14.80  -7.79  -16.65
H  15.95  -8.46  -15.66
H  15.46  -4.49  -16.12
C  13.52  -2.68  -22.26
C  13.54  -3.05  -23.70
C  12.69  -2.14  -24.59
O  14.84  -3.20  -24.15
H  13.98  -1.71  -22.07
H  14.07  -3.46  -21.74
H  12.55  -2.81  -21.76
H  13.03  -4.02  -23.72
H  11.69  -2.10  -24.14
H  12.54  -2.52  -25.60
H  12.93  -1.08  -24.66
H  15.28  -2.37  -23.94
C  9.58  -8.37  -11.03
C  8.18  -7.84  -11.53
C  7.48  -8.97  -12.30
O  7.34  -7.83  -10.37
H  9.98  -8.91  -11.88
H  9.49  -9.09  -10.21
H  10.30  -7.59  -10.79
H  8.22  -6.87  -12.03
H  6.42  -8.74  -12.41
H  7.59  -9.86  -11.67
H  7.96  -9.04  -13.27
H  6.78  -8.61  -10.40
C  20.64  -11.58  -15.85
C  20.15  -12.51  -14.64
C  20.24  -14.02  -15.01
O  21.00  -12.28  -13.50
H  20.34  -10.54  -15.77
H  20.09  -11.83  -16.75
H  21.73  -11.56  -15.89
H  19.14  -12.20  -14.36
H  19.74  -14.67  -14.31
H  21.30  -14.28  -15.04
H  19.90  -14.26  -16.02
H  21.91  -12.46  -13.75
C  17.52  -7.77  -9.25
C  18.70  -8.27  -10.06
C  20.08  -7.92  -9.48
O  18.58  -9.68  -9.98
H  17.96  -7.90  -8.26
H  16.67  -8.44  -9.25
H  17.16  -6.75  -9.40
H  18.69  -7.93  -11.09
H  20.50  -8.28  -8.55
H  20.08  -6.85  -9.69
H  20.83  -8.29  -10.18
H  19.39  -10.08  -10.30
C  15.50  -10.46  -23.15
C  14.73  -11.43  -24.09
C  14.77  -12.93  -23.88
O  13.46  -11.07  -24.05
H  16.58  -10.56  -23.30
H  15.32  -10.59  -22.08
H  15.11  -9.50  -23.47
H  15.03  -11.30  -25.12
H  13.97  -13.52  -24.32
H  14.91  -12.95  -22.80
H  15.72  -13.29  -24.28
H  13.17  -11.07  -23.14
C  17.13  0.19  -12.10
C  16.19  -0.05  -13.26
C  15.48  1.19  -13.76
O  16.91  -0.63  -14.30
H  17.79  1.03  -12.29
H  17.76  -0.68  -11.91
H  16.46  0.33  -11.25
H  15.54  -0.85  -12.90
H  16.20  1.90  -14.18
H  14.91  1.62  -12.93
H  14.76  0.95  -14.54
H  17.77  -0.22  -14.18
C  15.17  -14.91  -16.92
C  14.56  -15.57  -15.68
C  13.61  -14.69  -14.80
O  13.76  -16.72  -16.17
H  15.75  -14.05  -16.59
H  14.31  -14.57  -17.50
H  15.79  -15.64  -17.44
H  15.40  -15.90  -15.07
H  12.98  -14.14  -15.50
H  14.18  -13.98  -14.19
H  12.94  -15.28  -14.18
H  13.51  -17.26  -15.42

Computed properties:
LUMO level in eV: 0.2

Atomic partial charges in e from the Löwdin method, atoms 1 to 2: -0.053, -0.450


Best to worst by energy: one, three, four, two.